12
Properties=species:S:1:pos:R:3:forces:R:3:lowdin_charge:R:1 method="wB97M-V/def2-TZVPD" de_lowest_kcal_mol=155.0 charge=+1 lumo_energy_ev="-6.43 / -6.43" homo_ev="-13.843 / -13.846" orbital_gap_ha="0.272 / 0.272"
C -1.65020 0.34161 -0.04438 -1.6 1.8 1.8 -0.1308
C -0.51955 1.21366 0.23306 -0.2 -2.1 -1.4 0.0552
C 1.70420 -0.12891 -0.36200 1.9 2.5 -2.0 0.0332
C -1.58418 -0.94537 -0.20516 3.9 -1.1 0.4 0.2484
C 0.73952 -0.81088 0.44757 -3.9 -0.9 -0.4 0.0069
N 0.60818 0.55027 0.37423 -1.0 -0.1 1.8 -0.0368
H -2.64114 0.79838 0.08659 0.2 0.1 -0.5 0.1360
H -0.62818 2.27213 0.13996 0.5 0.6 0.1 0.1421
H 2.69690 0.22725 -0.03323 -0.4 -0.9 0.0 0.1402
H 1.52903 0.10568 -1.44799 0.3 -1.1 0.9 0.1578
H -2.07065 -1.90504 -0.14774 -0.3 0.3 -0.1 0.0858
H 0.55669 -1.54421 1.26617 0.7 1.0 -0.6 0.1622

63
Properties=species:S:1:pos:R:3:forces:R:3:lowdin_charge:R:1 method="wB97M-V/def2-TZVPD" charge=-1 lumo_energy_ev=2.27 homo_ev=-4.921 orbital_gap_ha=0.264
Y 0.69214 0.61081 -1.12694 0.6 -1.0 0.7 1.5365
O 2.34560 -0.97670 -4.73856 -0.2 0.2 0.1 0.0381
C 1.69903 -0.84098 -3.70997 0.0 0.0 -0.1 -0.6406
O 1.27296 0.24144 -3.16548 0.4 -0.5 -0.9 -0.1378
C 1.25925 -2.11534 -2.96957 0.0 0.1 0.1 -0.1059
N 1.37349 -2.00166 -1.49898 0.2 0.0 -0.3 -0.1861
C 2.80584 -1.98291 -1.15973 -0.1 0.1 0.1 -0.1546
C 3.06869 -1.75951 0.31926 0.0 0.1 0.0 -0.1536
N 2.61956 -0.44221 0.79818 0.1 -0.1 -0.1 -0.1590
C 2.07137 -0.48449 2.14944 -0.1 0.1 -0.1 -0.1745
C 1.23202 0.74993 2.46787 0.1 -0.1 -0.2 -0.1569
N 0.24120 1.14449 1.44046 -0.4 0.3 0.0 -0.1303
C -1.08894 0.58152 1.82087 0.0 0.0 -0.2 -0.2951
C -1.14870 -0.93734 1.65036 0.0 0.1 -0.3 -0.1247
N -0.76809 -1.45184 0.31389 -0.2 0.2 0.1 -0.1367
C -0.08060 -2.73900 0.43011 0.1 0.1 -0.1 -0.1798
C 0.67743 -3.11945 -0.84747 -0.1 0.2 0.1 -0.1623
C -1.95465 -1.63236 -0.55126 0.1 0.1 0.0 -0.0877
C -2.29880 -0.45118 -1.44899 0.0 0.3 -0.1 -0.6144
O -3.46848 -0.36366 -1.83181 0.2 -0.2 0.0 -0.0007
O -1.32526 0.30400 -1.76555 -1.5 -0.6 -0.3 -0.1258
C 0.18501 2.63179 1.38456 -0.1 0.0 -0.1 -0.0912
C -0.40403 3.22401 0.08059 0.1 0.1 -0.1 -0.6628
O -1.11162 4.21929 0.18878 0.1 -0.1 -0.1 0.0289
O -0.04476 2.61838 -0.98648 -0.4 1.1 0.6 -0.1237
C 3.72276 0.52921 0.70986 -0.2 0.0 0.0 -0.0981
C 3.81734 1.19132 -0.66751 0.1 0.1 -0.1 -0.6431
O 4.92377 1.38302 -1.15215 -0.2 0.0 0.0 0.0386
O 2.66506 1.51082 -1.12669 1.1 0.4 0.1 -0.1451
H 1.83093 -2.96242 -3.35330 0.1 -0.1 0.0 0.1237
H 0.20796 -2.25410 -3.22709 -0.1 0.0 0.0 0.1284
H 3.29157 -1.19868 -1.74530 0.0 0.0 0.0 0.1311
H 3.27083 -2.93643 -1.44668 0.0 -0.1 -0.1 0.1314
H 4.14439 -1.88222 0.48474 0.1 0.0 0.1 0.1264
H 2.57615 -2.54162 0.89563 0.0 0.0 0.0 0.1024
H 2.86761 -0.54085 2.90411 0.1 0.0 0.1 0.1315
H 1.47273 -1.38066 2.25778 0.0 -0.1 0.0 0.0767
H 1.90989 1.58642 2.60666 0.0 0.1 0.0 0.1033
H 0.73740 0.59411 3.43232 0.0 0.0 0.1 0.1250
H -2.05083 2.18478 0.80087 0.0 0.0 0.0 0.1024
H -1.20588 0.75614 2.89637 -0.1 0.1 0.2 0.1365
H -2.17711 -1.20066 1.89409 -0.1 -0.1 0.1 0.0992
H -0.50690 -1.38908 2.40486 0.0 0.0 0.0 0.1062
H -0.79290 -3.54547 0.65112 0.0 -0.1 0.1 0.1306
H 0.60525 -2.69982 1.26992 0.0 0.0 0.0 0.0777
H -0.02486 -3.54213 -1.56141 0.0 0.0 -0.1 0.1064
H 1.38385 -3.92359 -0.60457 0.0 -0.1 0.0 0.1260
H -2.84037 -1.88951 0.02880 -0.1 -0.1 0.1 0.1246
H -1.76514 -2.44810 -1.25167 0.0 -0.1 0.0 0.1199
H 1.20609 3.01031 1.39089 0.1 -0.1 0.1 0.1268
H -0.34943 3.05144 2.24041 0.0 0.0 0.1 0.1317
H 4.67839 0.07536 0.97569 0.1 -0.1 0.1 0.1200
H 3.53829 1.35321 1.40006 0.0 0.0 0.1 0.1186
N -4.60097 2.08423 -1.28080 -0.2 0.0 0.3 0.1666
C -4.75013 2.46737 0.01973 0.2 -0.1 -0.2 -0.5222
N -5.46985 3.64816 0.20820 -0.2 0.0 0.0 0.1068
N -4.32638 1.82575 1.03389 -0.1 0.3 0.1 0.0759
C -3.47687 0.87316 1.39053 0.0 -0.2 0.0 -0.1340
N -2.19983 1.23864 1.13404 0.3 -0.2 0.0 0.0483
H -5.26953 2.43662 -1.94299 0.0 0.1 0.0 0.0906
H -4.26392 1.13638 -1.46278 0.2 0.1 -0.1 0.0476
H -5.36167 4.30162 -0.55053 0.1 0.1 0.0 0.0794
H -5.26737 4.07024 1.09934 0.0 0.0 0.1 0.0829